<a>
Molecular formula: C5H10O
Method: DFT, the ωB97M-V functional and the def2-TZVPD basis

Last columns: bonded neighbours and bond lengths (Å).
CARTESIAN COORDINATES (ANGSTROEM)
1 O 1.392 -0.870 1.368  C2 1.208
2 C 0.536 -0.315 0.722  O1 1.208, C3 1.527, C6 1.529
3 C 0.585 0.051 -0.759  C2 1.527, C4 1.528, H7 1.102, H8 1.093
4 C -0.892 0.015 -1.151  C3 1.528, C5 1.539, H9 1.091, H10 1.099
5 C -1.595 0.650 0.062  C4 1.539, C6 1.533, H11 1.093, H12 1.097
6 C -0.842 0.067 1.263  C2 1.529, C5 1.533, H13 1.097, H14 1.095
7 H 0.978 1.077 -0.834  C3 1.102
8 H 1.251 -0.605 -1.325  C3 1.093
9 H -1.107 0.528 -2.090  C4 1.091
10 H -1.211 -1.031 -1.259  C4 1.099
11 H -2.667 0.437 0.087  C5 1.093
12 H -1.470 1.739 0.029  C5 1.097
13 H -1.310 -0.851 1.638  C6 1.097
14 H -0.734 0.742 2.118  C6 1.095
15 H 3.797 -0.719 -0.225  H16 0.746
16 H 3.240 -0.882 0.243  H15 0.746

## Properties
orbital gap: 10.47 eV
SMILES: O=C1CCCC1.[H][H]
molar mass: 86.1 g mol⁻¹
HOMO: -9.46 eV

<b>
Molecular formula: C5H10O
Method: DFT, the ωB97M-V functional and the def2-TZVPD basis

Last columns: bonded neighbours and bond lengths (Å).
CARTESIAN COORDINATES (ANGSTROEM)
1 C 1.731 0.110 1.711  C2 1.360, H4 1.173, H5 1.092
2 C 2.129 1.076 0.841  C1 1.360, C3 1.588, H6 1.128
3 C 1.862 1.156 -0.722  C2 1.588, H7 1.151, H8 1.150, H9 1.078
4 H 2.273 0.117 2.751  C1 1.173
5 H 1.267 -0.801 1.325  C1 1.092
6 H 2.840 1.782 1.359  C2 1.128
7 H 2.648 1.756 -1.312  C3 1.151
8 H 1.867 0.038 -0.995  C3 1.150
9 H 0.898 1.637 -0.748  C3 1.078
10 C -2.769 -1.421 -1.004  C11 1.543, H13 1.090, H14 1.101, H15 1.158
11 C -2.055 -0.315 -0.199  C10 1.543, O12 1.254, H16 1.096
12 O -2.842 0.478 0.370  C11 1.254
13 H -2.088 -1.962 -1.660  C10 1.090
14 H -3.564 -0.896 -1.556  C10 1.101
15 H -3.172 -2.202 -0.251  C10 1.158
16 H -1.025 -0.554 0.089  C11 1.096

## Properties
orbital gap: 10.35 eV
SMILES: C=CC.CC=O
molar mass: 86.1 g mol⁻¹
HOMO: -9.72 eV

In terms of stability, <a> leads; the second structure lies 170.3 kJ/mol higher.

<a>
Molecular formula: C6H16
Method: DFT, the ωB97M-V functional and the def2-TZVPD basis

Last columns: bonded neighbours and bond lengths (Å).
CARTESIAN COORDINATES (ANGSTROEM)
1 C 2.235 -0.508 -1.110  C2 1.549, H5 1.086, H6 1.089, H7 1.092
2 C 0.792 0.055 -1.087  C1 1.549, C3 1.513, C4 1.526, H8 1.100
3 C 0.562 1.191 -2.059  C2 1.513, H9 1.096, H10 1.096, H11 1.095
4 C -0.272 -1.033 -1.203  C2 1.526, H12 1.080, H13 1.099, H14 1.092
5 H 2.571 -0.591 -2.140  C1 1.086
6 H 2.243 -1.472 -0.603  C1 1.089
7 H 2.924 0.168 -0.598  C1 1.092
8 H 0.682 0.480 -0.078  C2 1.100
9 H 0.740 0.876 -3.094  C3 1.096
10 H -0.464 1.556 -1.939  C3 1.096
11 H 1.217 2.042 -1.846  C3 1.095
12 H -0.053 -1.864 -0.549  C4 1.080
13 H -1.247 -0.600 -0.939  C4 1.099
14 H -0.451 -1.321 -2.241  C4 1.092
15 C -0.763 -0.222 2.440  C16 1.519, H17 1.083, H18 1.092, H19 1.092
16 C -2.118 0.464 2.446  C15 1.519, H20 1.092, H21 1.092, H22 1.097
17 H 0.021 0.487 2.208  C15 1.083
18 H -0.485 -0.687 3.388  C15 1.092
19 H -0.768 -1.071 1.753  C15 1.092
20 H -2.098 1.351 3.083  C16 1.092
21 H -2.966 -0.166 2.724  C16 1.092
22 H -2.302 0.866 1.442  C16 1.097

## Properties
orbital gap: 11.97 eV
SMILES: CC(C)C.CC
molar mass: 88.2 g mol⁻¹
HOMO: -10.94 eV

<b>
Molecular formula: C6H16
Method: DFT, the ωB97M-V functional and the def2-TZVPD basis

Last columns: bonded neighbours and bond lengths (Å).
CARTESIAN COORDINATES (ANGSTROEM)
1 C -0.581 2.140 -1.439  C2 1.539, H5 1.098, H6 1.089, H7 1.093
2 C -0.256 1.328 -0.172  C1 1.539, C3 1.546, C4 1.521, H8 1.089
3 C 1.223 0.889 -0.253  C2 1.546, H9 1.093, H10 1.082, H11 1.089
4 C -0.511 2.266 0.998  C2 1.521, H12 1.088, H13 1.096, H14 1.093
5 H -0.065 3.110 -1.437  C1 1.098
6 H -1.645 2.359 -1.527  C1 1.089
7 H -0.169 1.709 -2.355  C1 1.093
8 H -0.917 0.462 -0.158  C2 1.089
9 H 1.664 1.043 0.735  C3 1.093
10 H 1.348 -0.161 -0.488  C3 1.082
11 H 1.786 1.462 -0.989  C3 1.089
12 H 0.114 3.157 0.974  C4 1.088
13 H -1.544 2.621 0.920  C4 1.096
14 H -0.415 1.813 1.988  C4 1.093
15 C -0.449 -3.514 0.032  C16 1.521, H17 1.089, H18 1.092, H19 1.090
16 C 0.466 -2.513 0.720  C15 1.521, H20 1.094, H21 1.082, H22 1.096
17 H 0.040 -4.109 -0.738  C15 1.089
18 H -0.816 -4.258 0.742  C15 1.092
19 H -1.322 -3.037 -0.411  C15 1.090
20 H 0.983 -3.009 1.547  C16 1.094
21 H 1.126 -2.018 0.020  C16 1.082
22 H -0.059 -1.739 1.291  C16 1.096

## Properties
orbital gap: 12.34 eV
SMILES: CC(C)C.CC
molar mass: 88.2 g mol⁻¹
HOMO: -11.24 eV

<c>
Molecular formula: C6H16
Method: DFT, the ωB97M-V functional and the def2-TZVPD basis

Last columns: bonded neighbours and bond lengths (Å).
CARTESIAN COORDINATES (ANGSTROEM)
1 C 1.301 1.107 1.959  C2 1.554, H5 1.089, H6 1.081, H7 1.120
2 C -0.133 0.854 1.416  C1 1.554, C3 1.523, C4 1.543, H8 1.092
3 C -0.259 0.309 0.000  C2 1.523, H9 1.097, H10 1.104, H11 1.115
4 C -0.771 -0.054 2.489  C2 1.543, H12 1.123, H13 1.090, H14 1.100
5 H 1.340 1.290 3.032  C1 1.089
6 H 1.729 2.023 1.575  C1 1.081
7 H 2.043 0.349 1.601  C1 1.120
8 H -0.691 1.788 1.323  C2 1.092
9 H -1.037 0.847 -0.557  C3 1.097
10 H 0.686 0.337 -0.569  C3 1.104
11 H -0.547 -0.766 0.075  C3 1.115
12 H -1.515 -0.713 1.965  C4 1.123
13 H -0.012 -0.619 3.030  C4 1.090
14 H -1.287 0.410 3.342  C4 1.100
15 C 0.661 -1.125 -2.906  C16 1.548, H17 1.070, H18 1.080, H19 1.080
16 C -0.851 -0.923 -2.640  C15 1.548, H20 1.094, H21 1.088, H22 1.073
17 H 1.035 -1.950 -2.337  C15 1.070
18 H 0.951 -1.243 -3.940  C15 1.080
19 H 1.222 -0.291 -2.510  C15 1.080
20 H -1.058 -1.561 -1.776  C16 1.094
21 H -1.483 -1.271 -3.455  C16 1.088
22 H -1.103 0.115 -2.540  C16 1.073

## Properties
orbital gap: 11.94 eV
SMILES: CC(C)C.CC
molar mass: 88.2 g mol⁻¹
HOMO: -10.88 eV

In terms of stability, <a> leads; the second structure lies 21.0 kJ/mol higher.

<a>
Molecular formula: C6H16
Method: DFT, the ωB97M-V functional and the def2-TZVPD basis

Last columns: bonded neighbours and bond lengths (Å).
CARTESIAN COORDINATES (ANGSTROEM)
1 C -1.749 0.985 -1.137  C2 1.544, H4 1.093, H5 1.083, H6 1.092
2 C -0.419 1.745 -0.942  C1 1.544, C3 1.530, H7 1.089, H8 1.093
3 C 0.618 1.395 -2.011  C2 1.530, H9 1.082, H10 1.095, H11 1.093
4 H -1.533 0.051 -1.662  C1 1.093
5 H -2.277 0.806 -0.209  C1 1.083
6 H -2.344 1.521 -1.880  C1 1.092
7 H 0.059 1.569 0.021  C2 1.089
8 H -0.708 2.800 -0.964  C2 1.093
9 H 1.000 0.394 -1.856  C3 1.082
10 H 1.450 2.107 -2.014  C3 1.095
11 H 0.150 1.488 -2.994  C3 1.093
12 C 0.887 -2.512 0.909  C13 1.525, H15 1.093, H16 1.087, H17 1.083
13 C 0.621 -1.010 0.925  C12 1.525, C14 1.522, H18 1.096, H19 1.086
14 C 0.065 -0.544 2.264  C13 1.522, H20 1.092, H21 1.086, H22 1.099
15 H -0.060 -3.016 1.114  C12 1.093
16 H 1.544 -2.787 1.730  C12 1.087
17 H 1.225 -2.903 -0.042  C12 1.083
18 H 1.558 -0.478 0.726  C13 1.096
19 H -0.045 -0.727 0.116  C13 1.086
20 H 0.550 -1.089 3.076  C14 1.092
21 H 0.104 0.532 2.408  C14 1.086
22 H -0.975 -0.879 2.378  C14 1.099

## Properties
orbital gap: 12.42 eV
SMILES: CCC.CCC
molar mass: 88.2 g mol⁻¹
HOMO: -11.31 eV

<b>
Molecular formula: C6H16
Method: DFT, the ωB97M-V functional and the def2-TZVPD basis

Last columns: bonded neighbours and bond lengths (Å).
CARTESIAN COORDINATES (ANGSTROEM)
1 C 1.257 1.902 -2.453  C2 1.573, H4 1.089, H5 1.080, H6 1.088
2 C 0.270 1.130 -1.501  C1 1.573, C3 1.523, H7 1.058, H8 1.087
3 C -0.364 2.186 -0.606  C2 1.523, H9 1.090, H10 1.099, H11 1.085
4 H 1.678 2.780 -1.966  C1 1.089
5 H 2.103 1.253 -2.629  C1 1.080
6 H 0.673 2.261 -3.298  C1 1.088
7 H 0.884 0.458 -0.961  C2 1.058
8 H -0.490 0.611 -2.080  C2 1.087
9 H 0.344 2.512 0.156  C3 1.090
10 H -1.123 1.734 0.047  C3 1.099
11 H -0.869 2.991 -1.130  C3 1.085
12 C 0.128 -2.719 0.739  C13 1.524, H15 1.091, H16 1.092, H17 1.080
13 C -0.040 -1.330 1.342  C12 1.524, C14 1.527, H18 1.099, H19 1.091
14 C -1.212 -1.280 2.319  C13 1.527, H20 1.088, H21 1.093, H22 1.089
15 H -0.023 -3.428 1.554  C12 1.091
16 H 1.139 -2.907 0.371  C12 1.092
17 H -0.534 -2.860 -0.102  C12 1.080
18 H 0.853 -1.003 1.893  C13 1.099
19 H -0.067 -0.500 0.634  C13 1.091
20 H -1.004 -1.772 3.268  C14 1.088
21 H -1.540 -0.271 2.579  C14 1.093
22 H -2.062 -1.749 1.824  C14 1.089

## Properties
orbital gap: 12.12 eV
SMILES: CCC.CCC
molar mass: 88.2 g mol⁻¹
HOMO: -11.03 eV

In terms of stability, <a> leads; the second structure lies 32.4 kJ/mol higher.